ORCA calculation (ωB97M-V/def2-TZVPD) on the molecule C7H8.

Structure (XYZ):
```
15
Properties=species:S:1:pos:R:3:forces:R:3
C 0.011 -2.344 1.854 0.103 0.429 -0.141
C 0.312 -1.250 1.449 -0.125 -0.430 0.160
C 0.744 0.055 0.940 0.109 -0.002 0.036
C -0.225 0.743 -0.079 -0.047 0.036 -0.024
C -1.319 -0.178 -0.635 -0.056 -0.063 -0.024
C 0.563 1.329 -1.174 0.247 0.193 -0.310
C 1.227 1.776 -2.074 -0.253 -0.136 0.330
H -0.245 -3.317 2.213 0.020 0.194 -0.062
H 1.721 -0.079 0.465 -0.140 -0.017 0.043
H 0.907 0.730 1.787 -0.007 -0.110 -0.122
H -0.725 1.566 0.445 0.072 -0.099 -0.078
H -0.887 -1.052 -1.130 -0.027 0.124 0.054
H -1.966 -0.529 0.173 0.111 0.039 -0.116
H -1.928 0.367 -1.363 0.103 -0.075 0.109
H 1.810 2.183 -2.871 -0.110 -0.080 0.146
```
Forces are in eV/Å.

Its highest occupied orbital energy is -0.363 hartree. The largest force on an atom is 0.0093 hartree/bohr. The total charge is 0. The structure (SMILES) is C#CC[C@H](C)C#C. As for the HOMO-LUMO gap: 10.866 eV. Its LUMO energy is 0.036 Ha. The value obtained for the energy above the lowest of the compared OMol25 structures with the same formula, charge and spin is 3.847 eV.